Entry 1:
The following is a DFT calculation (ωB97M-V/def2-TZVPD) of a molecular structure, C33H47F12N3O2PbSSi4Te in a non-equilibrium geometry.

Structure (XYZ):
```
104
Properties=species:S:1:pos:R:3:forces:R:3
Pb -2.2297 -0.6126 1.0305 -1.4 0.2 -0.1
Te 0.5010 -1.5048 0.8823 1.6 -0.1 -0.1
S -1.6666 -5.2622 1.0560 0.3 0.0 -0.2
Si 3.5321 1.0116 1.9414 0.1 0.4 0.7
Si 4.0068 -2.4900 0.4662 0.3 -0.6 0.0
Si 2.7195 -0.5054 0.3170 0.0 0.0 0.0
Si 3.2086 0.4081 -1.8149 0.2 0.1 -0.7
F -3.4937 2.8413 3.7931 -0.2 0.0 -0.2
F -5.0395 4.1765 0.3437 0.1 -0.2 0.0
F -3.7517 -3.7013 -2.3760 0.1 0.2 -0.2
F -4.5886 0.4052 -1.8396 0.0 -0.2 0.0
F -4.1571 4.5901 2.7257 -0.1 -0.2 -0.1
F -1.7219 -3.2431 -2.9861 -0.2 0.1 0.1
F -3.3846 -2.6864 -4.2403 -0.1 0.1 0.3
F -5.6291 2.1053 0.1200 0.1 0.1 0.0
F -5.4718 2.8844 2.9006 0.2 0.1 0.0
F -3.9476 2.8898 -0.9845 -0.1 0.0 0.2
F -5.2254 -1.5017 -1.0618 0.0 0.0 -0.2
F -5.2106 -1.1436 -3.1924 0.3 -0.1 0.1
O -2.7146 -1.9417 -0.8210 0.1 0.7 0.2
O -3.7625 1.1707 1.7465 0.2 -0.2 -0.3
N -3.2265 -4.1398 2.9375 -0.1 0.1 -0.3
N -3.9260 -3.8283 0.8461 0.1 0.2 0.2
N -2.0167 1.0233 -0.5327 -0.3 -0.4 0.2
C 5.0929 0.7194 -1.9216 -0.1 -0.2 0.3
C -1.4511 2.1063 0.1529 0.2 0.2 0.1
C -3.0116 -1.4506 -2.0538 -0.2 -0.2 -0.1
C 5.8566 -2.3659 -0.0057 -0.2 0.2 0.0
C -1.6972 -0.4072 -3.9384 0.1 0.2 0.0
C -1.3380 1.9532 -2.6456 -0.1 0.0 0.2
C 2.4950 2.0602 -2.4319 -0.2 -0.1 0.5
C -2.2302 -4.2499 3.9706 -0.1 -0.1 0.0
C -3.6219 2.4682 1.4274 -0.3 0.2 0.1
C -2.1200 -0.3233 -2.6120 0.0 -0.1 -0.1
C 0.5117 5.2264 2.4475 0.0 -0.1 0.0
C 4.1735 2.6849 1.2693 -0.1 -0.2 -0.3
C -1.0775 0.6263 -4.6275 0.0 0.1 -0.1
C -4.1815 3.2245 2.6942 0.0 0.0 0.3
C -4.3315 -3.2053 3.0842 0.0 0.0 0.0
C 0.5462 3.3897 0.7114 0.0 0.1 -0.1
C -2.1686 2.8610 1.1094 -0.1 -0.1 0.0
C -2.9456 -4.3675 1.6119 -0.2 -0.2 0.3
C 2.1766 1.3874 3.2103 0.0 -0.1 -0.2
C -1.8119 0.8632 -1.8742 0.2 0.1 -0.2
C -1.5038 3.8535 1.8257 0.2 0.1 0.0
C -0.1594 4.1483 1.6348 -0.1 0.0 0.0
C -4.5563 2.8982 0.2133 -0.2 0.1 -0.1
C -0.9760 1.8429 -3.9685 0.0 0.0 -0.1
C 5.0064 0.3676 2.9726 -0.1 -0.2 -0.3
C 3.3111 -3.8744 -0.6268 -0.2 0.3 0.0
C -0.0861 2.3880 0.0056 0.0 -0.1 -0.1
C 2.7491 -0.8555 -3.1512 0.0 0.0 0.2
C 3.9767 -3.2094 2.2257 -0.2 0.3 0.0
C -0.5653 0.4360 -6.0317 0.0 0.0 0.1
C -2.9703 -2.7523 -2.9427 0.1 -0.3 0.0
C -4.9255 -3.1554 1.6715 0.0 -0.1 -0.1
C -4.5122 -0.9127 -2.0466 -0.2 0.0 0.0
H 1.3375 1.9114 2.7447 0.0 -0.1 0.0
H 6.3783 -3.3086 0.1793 -0.1 -0.1 0.1
H -0.5023 1.3910 -6.5574 0.0 0.0 0.0
H -0.6151 2.7186 -4.5010 0.0 0.0 0.0
H -5.1080 -2.1354 1.3353 0.0 0.0 0.0
H 5.8278 0.0450 2.3257 0.0 0.0 0.0
H -3.9799 -2.2208 3.4154 0.1 0.0 0.0
H -5.8641 -3.7140 1.6119 0.0 0.1 0.1
H 2.5422 1.9981 4.0412 0.1 0.0 0.0
H 2.2606 -4.0428 -0.3776 0.0 0.0 0.0
H 3.9157 3.5089 1.9388 0.0 -0.1 0.1
H 3.0807 -0.5443 -4.1457 0.0 0.1 0.0
H 1.4712 1.9414 -2.7875 -0.1 0.0 0.0
H 5.2610 2.6653 1.1589 0.0 0.0 0.0
H -3.6308 -3.3809 -0.0294 0.0 -0.1 0.0
H 5.9704 -2.1302 -1.0669 0.0 0.0 0.0
H 5.4134 0.8564 -2.9574 -0.1 0.0 -0.1
H 3.0962 2.4490 -3.2578 0.1 -0.1 0.0
H 3.8514 -4.8140 -0.4858 0.1 0.0 0.1
H 0.8213 4.8445 3.4250 0.0 0.0 0.0
H 5.6655 -0.1071 -1.4955 0.0 0.1 0.0
H -1.8693 -1.3087 -4.5028 0.0 0.0 0.1
H -1.2163 -0.2295 -6.6029 0.0 0.0 0.0
H 5.3919 1.1388 3.6445 -0.1 0.1 0.0
H -1.4942 -4.9812 3.6460 0.0 0.0 0.0
H -1.7280 -3.2903 4.1408 0.0 0.0 0.0
H -2.0258 4.4307 2.5740 0.0 0.0 -0.1
H 1.6626 -0.9824 -3.1834 0.0 0.0 0.0
H 2.4846 2.8213 -1.6464 0.0 0.0 -0.1
H 1.6061 3.5695 0.5613 0.0 0.0 0.0
H -0.1678 6.0624 2.6210 0.0 0.0 0.0
H -5.0492 -3.5814 3.8178 0.0 0.1 0.0
H 2.9398 -3.3944 2.5177 0.0 0.0 0.0
H -1.2661 2.9136 -2.1539 0.1 0.0 0.0
H 3.7565 2.9203 0.2864 0.0 0.0 0.0
H 0.4756 1.7738 -0.6853 0.0 0.0 0.0
H 4.5209 -4.1553 2.2856 0.0 0.0 -0.1
H 4.7146 -0.4891 3.5834 0.0 0.0 0.0
H 3.3566 -3.6140 -1.6868 0.0 0.0 0.0
H 0.4357 -0.0070 -6.0239 0.0 0.0 -0.1
H 4.4110 -2.5252 2.9575 0.0 0.0 0.0
H 3.1884 -1.8339 -2.9417 0.0 0.0 0.0
H 1.7859 0.4522 3.6192 0.0 0.0 0.0
H 6.3673 -1.5841 0.5640 0.0 0.0 0.0
H 1.4012 5.6003 1.9380 0.0 0.0 0.0
H -2.6919 -4.5823 4.9043 0.0 0.0 0.0
H 5.3587 1.6232 -1.3656 0.0 0.0 0.0
```
Positions in Å, forces in eV/Å.

Output
LUMO (eV): 4.1
Energy above the lowest of the compared OMol25 structures with the same formula, charge and spin (eV): 0.279
Total charge: -2

=====

Entry 2:
The following is a DFT calculation (ωB97M-V/def2-TZVPD) of a single C3H5NS2 molecule in a non-equilibrium geometry.

Structure (XYZ):
```
11
Properties=species:S:1:pos:R:3:forces:R:3
S -1.2076 1.9944 -0.3667 0.8 -0.7 0.5
S 0.9311 0.0932 0.2854 1.4 0.0 0.4
N 0.9835 -1.5741 -0.0037 0.8 -1.1 -0.4
C 2.0888 -2.2447 0.0592 -1.5 2.0 -0.3
C -1.6767 -0.6501 0.0946 -0.9 -0.7 0.1
C -0.7039 0.4684 0.0199 -1.2 0.6 -0.5
H 2.1103 -3.2070 -0.4393 -0.1 -0.2 0.5
H 2.9975 -1.7858 0.4391 0.3 -0.2 0.0
H -1.7055 -1.1745 1.0771 0.2 0.5 -0.6
H -1.4513 -1.4227 -0.6481 0.1 0.1 0.1
H -2.6596 -0.2344 -0.1445 0.1 -0.2 0.2
```
Positions in Å, forces in eV/Å.

Output
LUMO (eV): -0.3
Structure (SMILES): C=NSC(C)=S
Energy above the lowest of the compared OMol25 structures with the same formula, charge and spin (eV): 1.698

=====

no.,E_HOMO (eV),orbital gap (eV)
1,-2.1,6.22
2,-8.7,8.36